# CH7N7O2

A 2-piece molecular cluster, CH7N7O2 overall in a non-equilibrium geometry (ωB97M-V with the def2-TZVPD basis set, OMol25).

Output
HOMO energy (alpha / beta) in Ha: -0.3335 / -0.3335
Frontier orbital gap (alpha / beta) in eV: 8.89 / 8.89
2S+1: 1

Last column: Mulliken charge in e.
CARTESIAN COORDINATES (ANGSTROEM)
C -1.156 -0.448 -0.111  -0.328
N -2.348 -1.077 0.224  -0.455
N -0.882 1.994 -0.221  -0.542
N -1.537 0.860 -0.712  0.199
N -0.004 -2.424 -0.593  -0.663
N 0.025 -1.033 -0.750  0.433
N -3.320 -0.328 0.162  1.061
N 1.095 -0.301 -0.439  -0.640
O -2.852 0.921 -0.487  -0.319
O -4.499 -0.329 0.396  -0.636
H -0.796 -0.138 1.604  0.087
H -1.191 2.797 -0.804  0.277
H 0.318 -2.837 -1.529  0.267
H 0.800 -2.719 0.014  0.268
H 1.023 0.567 -0.932  0.369
H -1.061 2.170 0.783  0.258
H 0.939 -0.128 0.550  0.366



# CH7NO

A 2-piece molecular cluster, CH7NO overall in a non-equilibrium geometry (ωB97M-V with the def2-TZVPD basis set, OMol25).

Output
HOMO energy in Ha: -0.3738
Frontier orbital gap in eV: 11.18
2S+1: 1
Structure (SMILES): NO.C

Last column: Mulliken charge in e.
CARTESIAN COORDINATES (ANGSTROEM)
N 1.926 0.413 -0.169  -0.422
O 3.140 -0.422 0.098  -0.433
H 1.257 -0.370 -0.182  0.268
H 1.818 0.934 0.673  0.260
H 3.798 0.034 -0.418  0.329
C -2.411 -0.115 -0.016  -0.907
H -3.191 -0.194 0.737  0.263
H -1.428 -0.353 0.353  0.155
H -2.308 0.927 -0.286  0.245
H -2.602 -0.853 -0.789  0.241



# CH7NO

A 4-piece molecular cluster, CH7NO overall in a non-equilibrium geometry (ωB97M-V with the def2-TZVPD basis set, OMol25).

Output
HOMO energy in Ha: -0.3583
Frontier orbital gap in eV: 6.20
2S+1: 1

Last column: Mulliken charge in e.
CARTESIAN COORDINATES (ANGSTROEM)
N 0.851 2.519 0.830  -0.394
H 1.708 2.141 1.015  0.238
H -1.753 -2.536 0.528  0.150
H -0.905 -2.386 0.315  -0.104
H 0.303 1.700 0.366  0.453
C -0.017 -0.293 -0.667  -0.288
O -0.253 0.318 0.533  -0.548
H -0.302 -1.346 -0.496  -0.013
H -0.695 0.098 -1.390  0.264
H 1.063 -0.214 -1.035  0.241



# CH7NO2

A 3-piece molecular cluster, CH7NO2 overall in a non-equilibrium geometry (ωB97M-V with the def2-TZVPD basis set, OMol25).

Output
HOMO energy in Ha: -0.3445
Frontier orbital gap in eV: 4.44
2S+1: 1

Last column: Mulliken charge in e.
CARTESIAN COORDINATES (ANGSTROEM)
C -0.147 0.064 0.913  -0.589
N -0.103 0.823 -0.305  -0.175
H -1.209 0.034 1.286  0.308
H 0.532 0.459 1.632  0.334
H -0.803 0.433 -0.920  0.351
H 0.843 0.774 -0.653  0.331
H 3.188 0.033 -0.340  0.255
O 2.255 0.181 -0.136  -0.677
H 0.077 -1.029 0.750  0.310
H -2.685 -1.084 -1.333  0.247
O -1.946 -0.688 -0.895  -0.696



# CH7NO2

A 2-piece molecular cluster, CH7NO2 overall in a non-equilibrium geometry (ωB97M-V with the def2-TZVPD basis set, OMol25).

Output
HOMO energy in Ha: -0.3611
Frontier orbital gap in eV: 10.74
2S+1: 1
Structure (SMILES): NCO.O

Last column: Mulliken charge in e.
CARTESIAN COORDINATES (ANGSTROEM)
N 0.682 0.255 0.298  -0.499
C 0.483 1.127 -0.786  -0.201
O 0.942 0.577 -1.962  -0.541
H -0.012 -0.472 0.362  0.198
H 1.609 -0.126 0.386  0.230
H -0.641 1.267 -0.924  0.251
H 0.971 2.067 -0.563  0.272
H 0.905 1.052 -2.791  0.297
O -1.847 -2.124 1.897  -0.599
H -0.972 -2.239 1.758  0.288
H -2.119 -1.383 2.323  0.305



# CH7NO3

A 2-piece molecular cluster, CH7NO3 overall (ωB97M-V with the def2-TZVPD basis set, OMol25).

Output
HOMO energy in Ha: -0.3546
Frontier orbital gap in eV: 10.64
2S+1: 1
Structure (SMILES): COO.NO

Last column: Mulliken charge in e.
CARTESIAN COORDINATES (ANGSTROEM)
C 0.644 1.701 -0.690  -0.480
O -0.149 1.314 0.406  -0.282
O 0.652 0.555 1.316  -0.340
H 0.066 2.482 -1.184  0.229
H 0.819 0.864 -1.378  0.266
H 1.596 2.108 -0.352  0.244
H 0.003 -0.037 1.737  0.340
N -0.661 -2.043 0.480  -0.410
O -0.980 -1.317 -0.715  -0.428
H 0.289 -2.397 0.348  0.232
H -1.284 -2.848 0.476  0.238
H -0.995 -0.383 -0.444  0.391



Number 1: E_tot -15665.54010 eV. Number 2: E_tot -4686.09383 eV. Number 3: E_tot -4679.91310 eV. Number 4: E_tot -6727.21387 eV. Number 5: E_tot -6734.72463 eV. Number 6: E_tot -8778.41376 eV.